# 1
# C48H52Cl3N4O7PV

C48H52Cl3N4O7PV as an isolated structure at a distorted geometry (ωB97M-V with the def2-TZVPD basis set, the Open Molecules 2025 dataset).

Properties
Energy relative to the best compared isomer or geometry (same formula, charge and spin) = 1.849 eV
Spin multiplicity = 4
Charge = -2
Calculated total energy = -143456.7912 eV

Each line ends with the Mulliken charge.
CARTESIAN COORDINATES (ANGSTROEM)
V 0.4932 -0.3740 -0.8482  -0.301
Cl -4.3004 -1.3891 0.1687  -0.102
Cl 0.0941 -7.5837 0.5427  -0.314
Cl -5.8651 0.8318 -4.5136  -0.195
P 2.5801 1.0070 -0.5497  1.957
O 0.1373 -0.6114 -3.8274  -0.397
O 1.3597 -2.2328 -2.8435  -0.585
O 1.7252 -1.4631 -0.1468  0.886
O 0.9943 3.2790 2.4088  -0.691
O -0.9907 0.5419 -1.8246  -0.559
O -1.4669 -0.2746 -5.3026  -0.728
O -0.8807 -1.9219 -0.6505  -0.500
N 0.6084 2.6089 1.2340  1.001
N 1.7621 0.2401 2.4740  0.421
N -4.1006 -0.8857 -2.7797  0.574
N -0.6054 1.0867 -0.7035  0.956
C 2.5819 2.1794 4.7648  -1.664
C -2.2056 2.8899 -1.0585  -2.144
C -1.6774 -2.2746 -3.9709  0.679
C -7.4586 0.8024 -0.8767  -0.461
C -4.2368 -1.8655 -3.7454  1.441
C 0.8752 -5.0013 0.2996  -1.147
C -1.6575 -4.1181 -0.4405  -0.311
C -1.9170 1.2456 6.7008  -1.584
C -5.4303 -0.4767 -0.7584  0.760
C -1.1313 2.1881 -0.2698  0.554
C -0.1798 -5.8801 0.2101  0.306
C 2.9177 3.9053 -0.1443  -1.756
C -3.1246 -2.5163 -4.3455  -0.206
C -5.5279 -2.2903 -4.0910  -0.537
C 5.8200 1.1260 1.9029  0.785
C 3.0577 0.4500 2.2488  -0.945
C -1.4502 -5.4654 -0.1590  -0.956
C -0.0993 -0.4203 3.8008  0.202
C -0.6245 2.7870 0.9468  0.293
C 2.9012 2.7695 -1.1619  0.272
C 4.6074 -0.9803 -1.1698  -1.728
C -5.2040 -0.3136 -2.1447  -1.332
C 0.6899 -3.6304 0.0090  0.833
C 5.3791 0.4882 3.0653  -0.753
C -0.6237 -3.1719 -0.3714  0.108
C 4.0585 0.1559 3.2283  -0.267
C 7.2470 1.5883 1.7487  -1.955
C -1.0322 -0.9534 -4.4027  0.571
C 1.3141 1.3586 4.6551  1.252
C 1.7671 -2.7292 0.1043  -0.714
C 0.3324 1.6058 5.6160  -0.531
C -6.5432 0.0703 -0.1409  -0.624
C 4.8987 1.2797 0.8807  -0.221
C -0.3095 -1.5706 2.8698  -1.115
C 0.7548 -1.2156 -2.6435  0.663
C 1.0848 0.3726 3.6363  -0.307
C 3.7276 0.0918 -1.8172  1.640
C -7.2505 1.0173 -2.2274  -0.527
C -5.7422 -3.3111 -4.9946  -0.792
C -0.8548 0.9004 5.6899  0.541
C -4.6693 -3.9487 -5.5808  -0.852
C 1.8786 3.0312 -2.2696  -1.469
C -1.0250 -0.1475 4.7841  -0.816
C -3.3878 -3.5494 -5.2372  -0.760
C 3.5576 0.9137 0.9845  0.014
C -6.1306 0.4784 -2.8387  0.772
C -1.5414 3.6094 1.8155  -1.842
C 4.5965 0.8969 -2.7887  -1.782
H 2.1292 3.9257 -2.8486  0.479
H 4.9696 -1.6745 -1.9340  0.442
H 1.8610 -5.3435 0.5895  0.425
H 3.5208 3.6422 0.7238  0.205
H -2.6431 -3.7722 -0.7295  0.294
H -4.8281 -4.7655 -6.2739  0.357
H -2.5470 -4.0686 -5.6814  0.370
H -2.6352 1.9671 6.2973  0.241
H -6.7582 -3.6134 -5.2183  0.381
H -6.6899 -0.0913 0.9177  0.439
H 5.2411 1.7070 -0.0568  0.071
H -1.4743 1.6880 7.5952  0.379
H -7.9371 1.6158 -2.8086  0.434
H 7.5454 2.2414 2.5739  0.382
H -1.3101 -1.9938 2.9683  0.308
H 3.2933 1.6975 5.4424  0.408
H -2.4777 0.3562 6.9935  0.368
H 7.9475 0.7465 1.7300  0.321
H 1.9202 4.1363 0.2084  0.249
H -1.5745 -2.3489 -2.8844  -1.055
H -1.8511 2.9934 2.6652  0.222
H 3.7412 -0.3388 4.1389  0.558
H -3.1713 2.8427 -0.5553  0.479
H -2.2945 2.4082 -2.0311  0.356
H 3.8992 2.7459 -1.5968  0.898
H 3.0722 2.3119 3.8066  0.097
H -1.9341 3.9388 -1.1992  0.352
H -1.0668 -3.0668 -4.4099  0.643
H 3.3411 4.8010 -0.6119  0.500
H -2.2595 -6.1780 -0.2391  0.401
H 0.4177 -2.3625 3.0631  0.354
H -8.3324 1.2186 -0.3944  0.354
H -1.9167 -0.7644 4.8524  0.326
H 2.9902 -0.4284 -2.4300  -0.280
H 5.4243 1.4035 -2.2859  0.274
H 2.7263 -3.1439 0.4360  -0.178
H 0.5126 2.3954 6.3430  0.293
H 5.0374 0.2049 -3.5118  0.464
H -0.9967 4.4669 2.2080  0.322
H 1.8032 2.1804 -2.9522  0.334
H 0.8917 3.1737 -1.8269  0.068
H 4.0503 -1.5495 -0.4314  0.037
H 4.0238 1.6291 -3.3571  0.368
H 7.3658 2.1467 0.8188  0.339
H 0.6639 2.7265 3.1434  0.166
H 6.0908 0.2662 3.8566  0.341
H -0.1459 -1.2293 1.8506  -0.182
H 5.4738 -0.5408 -0.6753  0.413
H -6.3816 -1.8466 -3.5988  0.359
H -2.4297 3.9417 1.2848  0.547
H -3.2083 -0.7965 -2.2891  -0.242
H 2.3523 3.1675 5.1724  0.504

# 2
# C7H7NOS

The molecule C7H7NOS at a distorted geometry (ωB97M-V with the def2-TZVPD basis set, the Open Molecules 2025 dataset).

Properties
Energy relative to the best compared isomer or geometry (same formula, charge and spin) = 2.399 eV
Spin multiplicity = 1
Calculated total energy = -21741.8835 eV

Each line ends with the Mulliken charge.
CARTESIAN COORDINATES (ANGSTROEM)
S 2.2284 -1.0418 -0.7125  -0.176
O -2.7683 0.3982 -1.2549  -0.379
N -0.3150 -0.1556 -0.8901  -0.296
C -0.9368 -0.9158 -1.8182  0.133
C 2.3261 0.1665 1.5506  -0.578
C 1.0099 0.3669 1.0792  -0.413
C 0.7839 -0.2198 -0.1376  0.601
C 3.0918 -0.5692 0.7121  -0.494
C -2.2437 -0.6802 -1.9909  -0.634
C -1.9637 0.8170 -0.2689  -0.245
H -2.9231 -1.0967 -2.7040  0.413
H -0.3827 -1.6361 -2.3969  0.328
H 0.2526 0.9160 1.6085  0.323
H -1.7198 1.8724 -0.2898  0.317
H 2.6852 0.5647 2.4851  0.358
H 4.1153 -0.8672 0.8262  0.409
H -2.0740 0.3527 0.7098  0.331

# 3
# C8H12N4

A 4-piece molecular cluster, C8H12N4 overall at a distorted geometry (ωB97M-V with the def2-TZVPD basis set, the Open Molecules 2025 dataset).

Properties
Energy relative to the best compared isomer or geometry (same formula, charge and spin) = 2.861 eV
Spin multiplicity = 1
Calculated total energy = -14448.6904 eV
Structure (SMILES) = CC#N.CC#N.CC#N.CC#N

Each line ends with the Mulliken charge.
CARTESIAN COORDINATES (ANGSTROEM)
N 3.6477 -3.5993 2.9414  -0.295
N 2.2899 -1.7860 -4.8976  -0.338
N 2.3480 1.3224 -0.2533  -0.322
N -5.4405 2.7124 0.1110  -0.337
C 2.7135 -3.1346 3.3218  0.257
C -5.3941 3.6400 0.7623  0.294
C 1.4579 -2.6655 3.9498  -0.732
C 3.2848 -4.1059 -4.0197  -0.731
C 1.3010 1.6591 -0.5135  0.235
C 2.7500 -2.7751 -4.5443  0.277
C -0.0786 2.1816 -0.9313  -0.667
C -5.3512 4.8864 1.5438  -0.741
H 0.6515 -2.4094 3.2626  0.263
H 1.7283 -1.7732 4.5145  0.244
H -0.1270 2.2522 -2.0179  0.257
H -0.2730 3.1968 -0.5853  0.256
H 2.5289 -4.6524 -3.4557  0.266
H 4.1871 -4.0244 -3.4137  0.266
H -5.4860 4.8834 2.6254  0.283
H -4.3880 5.3169 1.2699  0.242
H -0.7464 1.3984 -0.5725  0.240
H 3.2949 -4.7951 -4.8641  0.260
H 1.0866 -3.3605 4.7029  0.263
H -5.9851 5.6318 1.0634  0.260

# 4
# C4H10NO

A 2-piece molecular cluster, C4H10NO overall (ωB97M-V with the def2-TZVPD basis set, the Open Molecules 2025 dataset).

Properties
Energy relative to the best compared isomer or geometry (same formula, charge and spin) = 2.285 eV
Spin multiplicity = 1
Charge = +1
Calculated total energy = -7839.0316 eV

Each line ends with the Mulliken charge.
CARTESIAN COORDINATES (ANGSTROEM)
O 0.3858 -0.1508 3.1677  -0.482
N 0.1218 0.1735 -3.0632  -0.321
C 0.2745 -0.5026 -1.7440  0.056
C -0.4944 1.2625 1.5261  -0.680
C 0.3519 0.3122 1.8895  0.139
C -0.7580 -1.1086 -1.2047  -0.720
H 0.8400 -0.1208 -3.7304  0.375
H 0.1885 1.1905 -2.9494  0.367
H 1.0578 -0.1597 1.2124  0.218
H -1.6962 -1.1817 -1.7431  0.188
H -0.5297 1.6117 0.5064  0.213
H 1.1677 -0.6925 3.3014  0.345
H 1.2710 -0.3830 -1.3474  0.389
H -0.7187 -1.5131 -0.2052  0.304
H -0.7900 -0.0329 -3.4779  0.344
H -1.1707 1.6921 2.2504  0.266

# 5
# C26H41FIN2O6

A 2-piece molecular cluster, C26H41FIN2O6 overall at a distorted geometry (ωB97M-V with the def2-TZVPD basis set, the Open Molecules 2025 dataset).

Properties
Spin multiplicity = 1
Charge = +1
Calculated total energy = -53695.6823 eV

Each line ends with the Mulliken charge.
CARTESIAN COORDINATES (ANGSTROEM)
I -6.0170 -0.0177 4.4659  0.129
F -2.2367 -1.6443 1.2988  -0.200
O 4.6612 -6.6370 0.7716  -0.550
O 2.3343 -1.9501 1.9441  -0.380
O 6.3307 -3.6320 4.8025  -0.541
O -6.7619 0.3158 -1.1064  -0.210
O -6.6086 -0.8954 -1.7569  -0.338
O -0.8535 -0.6355 -0.9647  -0.333
N -3.0266 0.3331 -1.3610  0.348
N -2.8459 -0.8545 0.4066  0.411
C 2.6776 1.7892 -2.2298  -0.009
C 1.2944 3.3110 -0.5765  -0.960
C -2.8050 1.1029 -2.6311  -1.196
C 1.2446 -1.0859 2.2737  -0.532
C -4.9349 0.3970 2.6460  -0.508
C -1.8596 3.5228 -3.0605  -1.290
C -4.1447 -0.3830 0.3905  -0.001
C 3.9494 1.0617 -1.6578  -0.891
C -0.1245 2.8732 -1.1474  0.645
C 3.6491 -0.4655 -1.3637  -0.957
C -5.1973 -0.6784 1.5044  -0.855
C -2.8639 2.6476 -2.2434  -0.096
C 5.9483 -4.3210 3.8798  0.345
C 4.1883 -4.8839 2.2667  -0.326
C -4.3122 0.3977 -0.7899  0.400
C 5.0449 -5.9485 1.6951  0.372
C 6.8053 -5.3862 3.3078  -0.360
C -0.3524 3.4649 -2.5786  -0.373
C 6.3866 -6.1409 2.2936  -0.362
C -2.1370 -0.4064 -0.6798  0.056
C 3.2743 -1.3161 1.0836  -0.806
C -5.6040 1.1100 -1.2645  -0.631
C 2.6120 -0.6031 -0.1760  0.990
C 4.6069 -4.1287 3.2812  -0.368
C 2.4410 3.2386 -1.6403  -0.856
C -5.2131 1.8753 2.2015  -0.717
H -5.7425 2.0072 -0.6098  0.222
H -1.8000 0.8247 -3.0173  0.484
H -0.7503 -1.2511 -1.7157  0.366
H 2.8094 1.8901 -3.3318  0.464
H 3.4174 3.5470 -1.1790  0.516
H -2.2212 4.5808 -3.1023  0.396
H -0.1145 1.7503 -1.1396  -0.595
H 1.5968 2.6548 0.2818  0.214
H 1.7664 -1.2730 -0.4787  -0.112
H -3.6367 0.8095 -3.3102  0.427
H -2.8243 2.7925 -1.1413  0.302
H 2.2799 3.9700 -2.4743  0.266
H -1.8625 3.1785 -4.1303  0.291
H 0.0228 4.5216 -2.5477  0.349
H 3.9993 -2.0563 0.6681  0.423
H 1.7810 1.1554 -2.0253  -0.191
H 2.2300 0.3875 0.1628  -0.295
H -4.6930 2.5379 2.9395  0.405
H -0.8738 3.2315 -0.3937  0.386
H -4.9503 -1.6843 1.9254  0.460
H -3.8358 0.3369 2.8609  0.459
H 1.5732 -0.0220 2.3548  0.288
H 4.3911 1.5374 -0.7522  0.348
H 3.9928 -3.3470 3.7107  0.472
H 1.2328 4.3484 -0.1528  0.391
H 3.2248 -0.9838 -2.2544  0.324
H 3.2114 -4.7564 1.8169  0.490
H -3.8928 2.9798 -2.5534  0.434
H -5.4548 1.4737 -2.3130  0.438
H -6.6205 -1.5822 -1.0630  0.355
H 0.2719 2.9074 -3.3113  0.263
H 4.6017 -0.9646 -1.0501  0.434
H 0.8086 -1.4091 3.2485  0.319
H -6.2315 -0.6305 1.0992  0.396
H 6.9995 -6.9228 1.8630  0.412
H 0.4660 -1.1658 1.4663  0.023
H 4.7486 1.0474 -2.4459  0.389
H 7.7817 -5.5129 3.7581  0.414
H -6.3125 2.0582 2.2348  0.352
H 3.8681 -0.5296 1.6192  0.279
H -4.8081 2.1364 1.1981  -0.108